[1]
Entry from OMol25: CH4NP3 in the gas phase (ωB97M-V/def2-TZVPD).

```
9
Properties=species:S:1:pos:R:3:forces:R:3
C 0.2776 0.8839 -0.1895 2.99 1.79 0.91
N -0.9491 1.5206 -0.0029 -5.31 -1.50 -0.88
P -2.4785 0.6821 -0.1000 4.26 3.61 0.78
P -1.7859 -1.3103 -0.1110 0.75 -2.34 1.29
P 0.3788 -1.0073 -0.1094 -0.24 0.67 0.84
H 0.7596 1.3281 -1.1831 -0.82 -1.09 1.98
H 0.9609 1.3292 0.6952 -1.13 -0.94 -1.90
H -1.6475 -1.5189 1.3401 -0.87 0.27 -0.89
H 0.4036 -1.0508 -1.4418 0.37 -0.46 -2.14
```
Forces are in eV/Å.

Energy relative to the best compared isomer or geometry (same formula, charge and spin) ... 94.6 kJ/mol
Structure (SMILES) ... C1N=P#[PH]P1

Table of Löwdin atomic charges, one value per atom, all in e: C -0.713; N -0.448; P 0.532; P 0.198; P 0.549; H 0.108; H 0.096; H -0.142; H -0.180



[2]
Entry from OMol25: a molecular structure, C16H14N2O6 (ωB97M-V/def2-TZVPD).

```
38
Properties=species:S:1:pos:R:3:forces:R:3
O 0.6484 0.9054 0.3362 0.39 -1.38 -1.11
C 0.9671 -0.2656 0.2494 0.56 -0.60 4.17
N 0.7084 -1.2791 -0.6602 -2.17 9.96 0.02
C -0.0638 -0.9781 -1.7866 2.45 3.02 3.63
C -0.2300 -1.9260 -2.6288 1.42 -10.68 1.62
C -1.0343 -1.9707 -3.6459 -2.95 -0.59 -2.93
C -1.6374 -0.7368 -4.0070 4.51 -3.79 0.90
C -1.1541 0.3549 -3.3468 3.86 -9.40 4.90
C -0.4802 0.2698 -2.1121 -1.70 -0.55 -2.86
H -0.4740 1.1284 -1.5639 0.63 1.81 1.59
H -1.5700 1.1064 -3.5525 -5.20 11.46 -3.29
O -1.9578 -0.6560 -5.2415 -3.63 2.94 -5.94
C -1.9608 -1.5791 -6.2882 4.76 -5.66 4.44
C -2.1257 -3.1669 -5.3929 -3.39 6.42 1.29
H -1.9302 -3.8670 -6.1103 0.25 -2.33 -1.24
O -1.2504 -3.1924 -4.3076 0.53 0.92 0.12
H -3.2722 -2.9841 -4.9985 2.64 -1.22 -1.05
H -2.7846 -1.6325 -6.9141 -1.30 0.95 -1.28
H -0.8587 -1.8503 -6.7137 -2.61 1.55 0.50
H 0.0627 -3.1630 -2.1185 -0.52 3.79 -1.98
H 1.0451 -2.0421 -0.3443 2.36 -7.16 1.57
C 1.7821 -0.8945 1.7408 2.70 0.49 -7.01
H 1.3711 -1.8269 1.9833 -1.20 -0.83 1.64
H 2.7521 -1.0935 1.3618 0.93 -1.52 -1.43
O 2.2223 0.1210 2.5277 -7.03 0.21 2.70
C 0.7750 0.3807 3.1387 1.45 2.62 2.05
O -0.3342 -0.0646 2.9863 2.95 -0.72 -1.14
C 0.9996 1.4260 4.1437 -6.54 1.66 3.33
C 1.9664 2.3356 4.3820 1.17 -5.51 -4.67
C 2.0118 3.3519 5.1515 12.35 3.67 -3.14
N 1.1309 3.6189 5.9340 -5.56 0.85 2.84
C -0.0085 3.0488 5.7875 -8.37 -6.75 -1.47
C -0.2001 1.8570 4.9353 4.17 3.11 0.46
H -1.1581 1.4677 4.8426 -1.46 -0.84 -0.04
H -0.9489 3.3416 6.4687 2.81 -0.28 -1.62
O 1.1680 4.4477 6.7697 1.52 5.83 5.52
H 3.1068 4.0422 5.2084 -3.75 -2.09 0.07
H 2.7162 1.9656 3.7859 2.98 0.64 -1.17
```
Forces are in eV/Å.

Energy relative to the best compared isomer or geometry (same formula, charge and spin) ... 1548.5 kJ/mol

Table of Löwdin atomic charges, one value per atom, all in e: O 0.074; C -0.282; N 0.169; C -0.284; C -0.013; C -0.192; C -0.232; C 0.061; C 0.051; H 0.085; H 0.019; O -0.031; C -0.048; C -0.101; H 0.067; O -0.050; H 0.169; H 0.079; H 0.168; H 0.236; H 0.049; C -0.189; H 0.098; H 0.101; O -0.011; C -0.285; O 0.159; C -0.089; C -0.054; C -0.106; N -0.377; C -0.008; C 0.119; H 0.082; H 0.188; O 0.026; H 0.243; H 0.109



[3]
Entry from OMol25: a molecular structure, C10H25I2NdO2P2 (ωB97M-V/def2-TZVPD).

```
42
Properties=species:S:1:pos:R:3:forces:R:3
I -3.1114 1.2916 -6.4801 0.11 -0.57 -0.05
I -2.5577 -1.3528 -6.5584 -0.15 0.54 -0.06
Nd -0.1029 -0.0776 -0.2727 1.44 -0.26 3.18
P 2.2009 0.5710 -1.7829 0.83 0.02 0.16
C 2.3763 0.7903 -3.5790 -0.12 0.02 0.03
C 2.8414 2.0504 -0.8936 -0.41 0.42 -0.01
H 3.8956 2.2438 -1.1422 -0.32 -0.06 0.09
H 4.3579 -0.5676 -1.4031 -0.27 -0.04 0.02
H 2.7495 1.9317 0.2111 0.10 -0.05 -0.74
H 3.1837 -0.9454 -0.0926 0.02 0.23 -0.66
H 1.7175 1.6166 -3.8803 0.22 -0.17 0.02
H 2.2282 2.9293 -1.1854 0.48 -0.38 0.13
C 3.3026 -0.7842 -1.1867 -0.21 -0.47 -0.17
H 3.3986 1.0029 -3.8981 -0.07 -0.03 0.09
H 3.0172 -1.7300 -1.6979 0.28 0.52 0.27
H 2.0183 -0.1236 -4.0735 0.15 0.22 0.10
P -2.8125 -0.5269 0.4091 -0.40 -0.25 0.70
C -4.2648 -0.6674 -0.6754 0.08 0.07 -0.06
C -2.5882 -2.0730 1.3916 0.18 -0.38 -0.34
H -2.2255 0.8452 2.3840 -0.56 -0.20 -0.45
H -3.9944 0.5189 2.3037 0.27 0.07 -0.17
H -3.2420 1.7326 1.2023 -0.06 -0.51 0.37
C -3.1026 0.7505 1.7027 0.09 0.53 -0.24
H -1.6850 -2.0097 2.0378 -0.56 0.10 -0.41
H -3.4644 -2.2781 2.0218 0.20 0.06 -0.18
H -5.1924 -0.8843 -0.1419 0.11 0.01 0.01
H -4.0688 -1.4596 -1.4113 -0.10 0.16 0.21
H -2.4407 -2.9249 0.6919 -0.17 0.43 0.46
H -4.3674 0.2813 -1.2207 -0.06 -0.23 0.14
C -1.1331 0.0576 -2.5615 -2.52 -0.29 -5.92
O -1.5909 0.0385 -3.6211 1.82 0.20 4.27
C 0.2702 -0.3128 3.7526 0.02 -0.07 1.07
C 1.0952 0.0931 2.5512 0.02 -0.05 0.03
C 2.5930 0.1934 2.7376 0.77 0.09 0.74
O 0.8088 -0.7703 1.4653 -0.55 -0.08 -1.31
H 0.5540 -1.3025 4.1562 0.03 0.42 -0.34
H -0.8033 -0.3591 3.5123 0.36 0.06 -0.01
H 0.3884 0.4179 4.5792 -0.03 -0.36 -0.47
H 0.7521 1.1060 2.2711 -0.16 0.45 -0.14
H 3.0518 -0.7581 3.0653 -0.41 0.32 -0.16
H 3.1000 0.4912 1.8067 -0.25 -0.08 0.25
H 2.8465 0.9538 3.5049 -0.19 -0.40 -0.40
```
Forces are in eV/Å.

Charge ... +2
Spin multiplicity ... 4
Electronic energy ... -2385.45491 a.u.

Table of Löwdin atomic charges, one value per atom, all in e: I 0.079; I 0.079; Nd 1.529; P 0.685; C -0.249; C -0.252; H 0.073; H 0.070; H 0.036; H 0.035; H 0.057; H 0.060; C -0.254; H 0.067; H 0.063; H 0.058; P 0.685; C -0.249; C -0.254; H 0.036; H 0.073; H 0.060; C -0.252; H 0.035; H 0.070; H 0.067; H 0.058; H 0.063; H 0.057; C -0.110; O -0.008; C -0.042; C -0.577; C -0.042; O -0.464; H 0.109; H 0.053; H 0.109; H 0.115; H 0.109; H 0.053; H 0.109



[4]
Entry from OMol25: a gas-phase ion, C4H7N2 (charge +1) (ωB97M-V/def2-TZVPD).

```
13
Properties=species:S:1:pos:R:3:forces:R:3
C 0.6249 -0.7846 -2.0267 0.95 -2.60 0.30
N -0.3231 -0.8398 -0.9832 -1.61 3.49 6.82
C -0.2927 -0.0667 0.2100 1.17 -1.16 -0.78
C -0.6458 0.0801 1.6509 -0.69 -1.60 -0.72
C -0.1783 1.5028 1.7323 -2.37 1.65 -0.56
N 0.6635 0.6996 0.8985 0.97 -2.58 -1.80
H 0.1322 -0.7867 -2.9551 -0.44 1.36 -1.33
H 1.3768 -0.1151 -1.7083 0.76 1.12 -0.67
H 1.0897 -1.7850 -2.0956 0.22 0.27 0.42
H -1.2146 -1.2957 -1.0345 -0.17 -0.55 -0.44
H -0.7385 -0.7883 2.4874 0.57 2.30 -2.18
H -0.6582 2.3397 1.1106 0.18 -1.42 1.36
H 0.1640 1.8397 2.7137 0.46 -0.28 -0.44
```
Forces are in eV/Å.

Charge ... +1
Energy relative to the best compared isomer or geometry (same formula, charge and spin) ... 499.1 kJ/mol
Structure (SMILES) ... C/[NH+]=C1/[C@@H]2CN12

Table of Löwdin atomic charges, one value per atom, all in e: C -0.032; N 0.057; C -0.072; C 0.053; C -0.101; N 0.133; H 0.093; H 0.097; H 0.120; H 0.157; H 0.205; H 0.158; H 0.132



[5]
Entry from OMol25: C26H25N3O4 in the gas phase (ωB97M-V/def2-TZVPD).

```
58
Properties=species:S:1:pos:R:3:forces:R:3
C 3.5381 -4.6113 -2.0097 -0.18 0.14 -0.05
C 2.3296 -3.7220 -1.7461 0.21 -0.25 0.22
C 1.5767 -4.1767 -0.4985 -0.15 0.27 -0.31
C 0.2814 -3.4143 -0.2179 0.09 -0.09 0.05
C 0.3960 -1.9340 0.1935 0.04 -0.28 0.08
C 1.6260 -1.6452 1.0921 -0.05 -0.13 -0.11
C 1.5988 -0.2105 1.5379 0.40 0.09 -0.11
C 0.9012 0.1301 2.6945 0.11 0.12 0.01
C 0.7296 1.4471 3.0796 0.05 0.04 -0.02
C 1.2499 2.4725 2.3057 0.04 -0.13 0.05
C 1.9578 2.1640 1.1622 0.12 -0.05 -0.20
C 2.1421 0.8361 0.7867 -0.64 0.40 1.07
N 2.9553 0.6269 -0.3929 0.21 0.04 -0.18
O 3.6977 -0.3279 -0.4152 0.31 -0.21 -0.12
O 2.8731 1.4667 -1.2618 0.13 0.16 -0.38
C -0.8375 -1.5332 0.9946 0.05 -0.26 -0.28
O -1.2709 -2.0848 1.9779 0.07 -0.03 0.16
N -1.3484 -0.3998 0.4271 -0.43 -0.23 -0.12
C -2.1590 0.5367 1.0949 -0.10 0.37 0.30
C -3.2260 0.0836 1.8625 0.07 -0.11 -0.10
C -4.0048 0.9951 2.5515 -0.01 0.07 0.01
C -3.7371 2.3512 2.4693 -0.06 0.05 0.07
C -2.6740 2.7967 1.7021 -0.01 0.01 0.00
C -1.8776 1.8971 1.0190 0.03 -0.09 -0.01
N -0.6145 -0.0433 -0.7150 0.24 0.34 -0.02
C -1.1547 0.8300 -1.6840 -0.27 0.09 -0.37
C -2.5278 0.8840 -1.8973 0.09 -0.12 0.01
C -3.0353 1.7438 -2.8532 -0.02 0.01 -0.02
C -2.1827 2.5353 -3.6044 -0.04 0.06 -0.07
C -0.8154 2.4661 -3.3967 -0.06 0.01 0.00
C -0.2926 1.6225 -2.4331 0.03 -0.07 0.10
C 0.3798 -0.9531 -0.9694 0.00 -0.11 0.28
O 1.0962 -0.9239 -1.9378 0.02 -0.09 -0.18
H 4.0625 -4.2816 -2.9026 0.13 -0.03 -0.08
H 4.2314 -4.5703 -1.1722 0.12 -0.04 0.08
H 3.2329 -5.6467 -2.1515 0.03 -0.13 -0.02
H 2.6627 -2.6907 -1.6392 -0.10 0.05 -0.06
H 1.6564 -3.7563 -2.6049 -0.05 0.11 -0.03
H 2.2371 -4.1278 0.3687 0.04 -0.07 0.08
H 1.2989 -5.2268 -0.6278 0.04 -0.03 0.08
H -0.3591 -3.4694 -1.1025 -0.07 -0.06 0.03
H -0.2380 -3.9179 0.6032 -0.04 0.08 -0.07
H 1.5653 -2.2993 1.9633 0.00 -0.02 -0.02
H 2.5333 -1.8639 0.5330 -0.16 -0.07 0.13
H 0.4742 -0.6587 3.2951 -0.06 -0.11 0.01
H 0.1806 1.6727 3.9806 -0.07 0.02 0.09
H 1.1097 3.5023 2.5941 0.01 0.11 0.02
H 2.3869 2.9391 0.5447 0.01 0.02 -0.01
H -3.4282 -0.9726 1.9260 -0.02 -0.07 -0.02
H -4.8307 0.6414 3.1497 -0.07 -0.04 0.05
H -4.3538 3.0588 3.0020 -0.06 0.06 0.05
H -2.4556 3.8518 1.6368 0.02 0.10 -0.01
H -1.0424 2.2504 0.4345 0.06 0.01 -0.04
H -3.1935 0.2566 -1.3235 -0.04 -0.03 0.05
H -4.1018 1.7869 -3.0152 -0.09 0.01 -0.01
H -2.5844 3.2018 -4.3525 -0.03 0.06 -0.07
H -0.1458 3.0769 -3.9822 0.07 0.05 -0.06
H 0.7726 1.5723 -2.2744 0.05 -0.03 0.07
```
Forces are in eV/Å.

Energy relative to the best compared isomer or geometry (same formula, charge and spin) ... 393.3 kJ/mol
Structure (SMILES) ... CCCCC1(Cc2ccccc2[N+](=O)[O-])C(=O)N(c2ccccc2)N(c2ccccc2)C1=O

Table of Löwdin atomic charges, one value per atom, all in e: C -0.109; C -0.265; C -0.204; C -0.099; C -0.230; C -0.033; C -0.123; C -0.015; C -0.053; C -0.070; C 0.004; C -0.101; N -0.343; O 0.100; O 0.079; C -0.385; O 0.109; N 0.092; C -0.201; C -0.004; C -0.072; C -0.088; C -0.070; C -0.026; N 0.089; C -0.199; C -0.015; C -0.074; C -0.087; C -0.065; C 0.001; C -0.356; O 0.124; H 0.069; H 0.072; H 0.069; H 0.086; H 0.115; H 0.110; H 0.117; H 0.134; H 0.123; H 0.144; H 0.109; H 0.123; H 0.115; H 0.110; H 0.123; H 0.114; H 0.105; H 0.101; H 0.107; H 0.113; H 0.118; H 0.105; H 0.101; H 0.107; H 0.096



[6]
Entry from OMol25: C5H4FNS in the gas phase (ωB97M-V/def2-TZVPD).

```
12
Properties=species:S:1:pos:R:3:forces:R:3
F -3.1986 -0.6877 -0.1127 1.75 -1.15 -0.28
C -1.8561 -0.3673 -0.0964 -2.34 1.16 1.26
N -0.8344 -1.1025 0.0915 -2.04 -1.59 -0.38
C 0.2348 -0.2434 0.1907 0.41 1.87 -1.18
C 1.4906 -0.7555 0.0873 0.02 -3.31 -0.81
S 3.0583 0.0148 -0.1027 -1.39 1.53 0.12
C -0.3409 1.1619 0.0565 0.84 -0.26 1.09
C -1.6966 1.0832 -0.0251 0.69 0.78 -0.78
H 1.5168 -1.9787 -0.0892 -0.16 3.43 0.81
H 3.8581 -1.0090 -0.0555 0.27 -1.17 0.11
H 0.3154 2.0031 0.1700 -0.11 0.49 -0.16
H -2.5475 1.8811 -0.1142 2.06 -1.78 0.19
```
Forces are in eV/Å.

Energy relative to the best compared isomer or geometry (same formula, charge and spin) ... 206.5 kJ/mol
Structure (SMILES) ... FC1=N/C(=C/S)C=C1

Table of Löwdin atomic charges, one value per atom, all in e: F 0.042; C -0.344; N 0.132; C -0.386; C -0.431; S 0.770; C -0.016; C 0.006; H 0.147; H -0.165; H 0.092; H 0.151



[7]
Entry from OMol25: a molecular structure, C18H45BF4N3Na3O6 (ωB97M-V/def2-TZVPD).

```
80
Properties=species:S:1:pos:R:3:forces:R:3
Na 2.8563 -2.3095 0.1317 -0.38 0.03 0.08
Na 0.6305 -1.0516 2.7990 0.11 0.37 -0.21
Na -0.8630 -4.2252 1.6582 -0.08 0.18 -0.73
B -0.7379 -1.4620 0.1110 0.26 -0.63 -0.99
F -1.4126 -0.5553 -0.6080 -1.19 0.40 -0.44
F 0.4871 -0.9666 0.4103 3.38 1.47 0.41
F -1.2178 -1.8098 1.3455 -2.13 -0.19 3.15
F -0.5519 -2.6962 -0.4669 0.05 -1.45 -1.53
C -0.0074 1.8406 -2.9950 0.04 0.68 0.98
O 1.1160 2.6964 -2.9783 0.58 0.05 -0.70
C 1.3817 3.4511 -1.7938 0.73 1.00 -1.66
C 2.7523 4.3047 -2.1742 -1.63 -2.22 0.85
N 3.7246 3.2881 -2.7232 -0.95 1.45 1.14
C 4.4363 2.6163 -1.6441 2.11 0.74 -0.58
C 5.2712 3.6021 -0.7883 0.28 -1.40 0.28
O 4.4667 3.9479 0.3277 0.51 1.42 1.02
C 4.9901 4.9304 1.2659 -0.53 0.01 -0.75
H -0.8735 2.4266 -2.6874 -0.38 -0.14 0.06
H 0.1557 1.0423 -2.2711 -0.25 -0.33 -0.01
H -0.2060 1.4445 -3.9909 0.43 0.11 0.03
H 1.4618 2.7681 -0.9480 0.46 -0.01 0.28
H 0.5193 4.0973 -1.6302 0.01 0.35 0.25
H 3.1112 4.7955 -1.2695 0.19 -0.37 -0.01
H 2.5025 5.1331 -2.8372 -0.03 -0.54 -0.54
H 3.1237 2.5858 -3.1303 -0.01 0.02 -0.60
H 5.1973 2.0225 -2.1503 0.05 -0.32 -0.10
H 3.8793 1.8997 -1.0405 -0.39 0.27 0.45
H 5.8058 4.3390 -1.3878 -1.33 1.23 -0.33
H 6.2103 3.1692 -0.4436 -0.09 -1.11 0.64
H 4.9940 5.9411 0.8576 0.07 0.01 -0.52
H 6.0004 4.7446 1.6303 0.04 -0.50 -0.09
H 4.2962 5.0104 2.1027 0.02 -0.50 0.03
C 3.7419 0.8600 2.2720 1.59 -0.16 0.09
O 2.3290 0.6023 2.1672 0.20 1.80 0.05
C 1.6994 1.9017 2.3901 0.48 1.24 0.68
C 0.2182 2.0062 2.4734 -0.31 -2.01 1.18
N -0.2059 1.1344 3.6135 -1.15 -0.74 -0.56
C -1.6898 1.2589 3.7717 0.35 -0.86 0.94
C -2.2764 0.2130 4.8616 -1.00 0.62 0.89
O -2.7250 0.6409 6.2508 1.70 -0.57 -2.51
C -3.5024 1.7969 6.3319 -0.73 0.18 1.25
H 4.2336 0.7512 3.2387 -0.94 -0.73 0.78
H 4.1133 1.8676 2.0848 -1.00 0.38 -0.86
H 4.3504 0.2273 1.6260 -0.56 -0.27 -0.32
H 1.9354 2.6716 1.6556 0.96 -0.38 -0.37
H 2.0414 2.2581 3.3618 0.53 0.10 0.08
H -0.1721 1.6911 1.5056 -0.74 -0.01 0.22
H -0.1283 2.9814 2.8156 0.47 0.62 -1.05
H 0.1401 1.6127 4.4331 0.56 -0.24 0.27
H -2.0888 1.1317 2.7654 -0.46 -0.50 0.24
H -1.8246 2.3198 3.9823 -0.85 -0.03 0.55
H -1.5909 -0.6148 5.0432 0.75 0.57 0.26
H -3.1242 -0.3904 4.5372 -0.42 0.71 -0.85
H -2.9694 2.7132 6.0780 -0.12 0.01 -0.29
H -3.7912 1.8562 7.3812 0.56 0.22 0.35
H -4.5174 1.7411 5.9385 0.15 -0.14 -1.18
C -1.9685 -4.8165 -6.3649 1.24 1.58 -0.38
O -1.4771 -4.4529 -5.0492 -0.23 -0.58 -0.93
C -1.9860 -3.2465 -4.5001 0.16 -0.69 -0.35
C -3.2727 -3.5769 -3.7168 1.33 -0.12 -0.82
N -3.2035 -4.9559 -3.1564 -1.43 1.55 1.57
C -2.6719 -5.1299 -1.7672 0.07 -0.08 -1.19
C -3.3847 -4.2345 -0.7091 1.34 0.54 -1.18
O -2.9453 -4.5545 0.6104 -0.59 -0.48 0.08
C -3.7490 -3.9119 1.6025 0.96 -0.40 0.19
H -2.0437 -5.8864 -6.5595 -0.12 0.08 0.61
H -1.2214 -4.4023 -7.0420 0.33 -0.40 -0.35
H -2.8368 -4.2594 -6.7166 -0.64 -0.30 0.71
H -2.1810 -2.5042 -5.2741 -0.16 0.06 -0.23
H -1.1891 -2.8125 -3.8962 0.02 -0.28 0.31
H -4.0648 -3.4969 -4.4614 -0.40 -0.31 0.31
H -3.3255 -2.6869 -3.0897 -0.69 -0.61 0.91
H -2.7489 -5.5210 -3.8592 0.30 -0.09 0.45
H -1.5899 -5.0011 -1.7960 0.35 1.03 0.49
H -2.6577 -6.1929 -1.5268 -1.04 -0.14 0.19
H -4.4644 -4.1334 -0.8185 -0.17 -0.91 0.13
H -3.0358 -3.2099 -0.8380 0.07 0.22 -0.45
H -4.5270 -4.5706 1.9884 -0.20 0.10 -0.28
H -4.1198 -2.9416 1.2720 -0.09 -0.07 -0.03
H -3.0317 -3.7548 2.4080 -0.39 0.36 0.54
```
Forces are in eV/Å.

Charge ... +1
Spin multiplicity ... 2
Electronic energy ... -2239.57569 a.u.

Table of Löwdin atomic charges, one value per atom, all in e: Na 0.522; Na 0.427; Na 0.560; B -1.500; F 0.224; F 0.109; F 0.125; F 0.139; C -0.084; O -0.246; C -0.154; C -0.108; N -0.049; C -0.212; C -0.223; O -0.236; C -0.074; H 0.087; H 0.074; H 0.094; H 0.095; H 0.109; H 0.088; H 0.105; H 0.079; H 0.111; H 0.105; H 0.129; H 0.109; H 0.084; H 0.085; H 0.079; C -0.094; O -0.207; C -0.206; C -0.181; N -0.102; C -0.137; C -0.092; O -0.200; C -0.149; H 0.093; H 0.079; H 0.077; H 0.127; H 0.130; H 0.133; H 0.136; H 0.117; H 0.115; H 0.106; H 0.096; H 0.106; H 0.081; H 0.090; H 0.088; C -0.075; O -0.227; C -0.221; C -0.178; N -0.041; C -0.155; C -0.181; O -0.249; C -0.067; H 0.090; H 0.082; H 0.086; H 0.117; H 0.115; H 0.106; H 0.111; H 0.091; H 0.104; H 0.114; H 0.136; H 0.101; H 0.105; H 0.108; H 0.070



Number 1: maximum force 5.638 eV/A. Number 2: maximum force 13.259 eV/A. Number 3: maximum force 6.444 eV/A. Number 4: maximum force 7.834 eV/A. Number 5: maximum force 1.310 eV/A. Number 6: maximum force 3.526 eV/A. Number 7: maximum force 3.805 eV/A.